1.
Entry from the Open Molecules 2025 dataset: an isolated ion of composition C4H6IN2 and charge +1 in a non-equilibrium geometry (ωB97M-V with the def2-TZVPD basis set).

Cartesian coordinates (Å):
I 3.5804 0.0229 0.2101
N 0.7406 -0.5477 -0.3049
N 0.8404 2.7561 -0.7625
C 1.9597 -0.6384 -0.8066
C 0.0431 -1.8273 -0.3022
C 0.7530 1.8584 0.1092
C 0.1732 0.5655 -0.0101
H -0.9306 0.4858 0.3319
H -0.1986 -2.3036 -1.2605
H 1.2685 3.6169 -0.4386
H 0.6199 1.9868 1.1960
H 0.7080 -2.5925 0.2949
H -0.8834 -1.6217 0.2925

Atoms 1-2, force components in eV/Å:
-0.4 -0.1 -0.1
-0.9 0.4 0.2

Calculated values
Net charge: +1
HOMO energy (alpha / beta), eV: -13.47 / -13.29
Molar mass, g mol⁻¹: 209.010
Energy, eV: -15313.332
Kohn-Sham gap (alpha / beta), eV: 7.16 / 7.12


2.
Entry from the Open Molecules 2025 dataset: one molecule with the formula C6H12O (ωB97M-V with the def2-TZVPD basis set).

Cartesian coordinates (Å):
O 0.4259 0.6649 0.4084
C -1.5849 -0.4123 1.2516
C -0.2980 -0.5233 0.5090
C -1.6009 -0.6609 -0.2405
C 1.5932 0.5661 -0.3896
C 2.7880 0.1061 0.4386
C -2.0504 0.4224 -1.1910
H -1.8373 0.5943 1.5774
H -3.1270 0.6038 -1.1167
H 2.9598 0.8029 1.2671
H -1.8541 -1.6782 -0.5362
H -1.8802 -1.2031 1.9363
H 1.4159 -0.1086 -1.2425
H 2.6191 -0.8921 0.8608
H -1.8244 0.1466 -2.2262
H 3.6942 0.0662 -0.1752
H 0.3120 -1.4219 0.6283
H 1.7745 1.5715 -0.7905
H -1.5254 1.3557 -0.9691

Atoms 1-2, force components in eV/Å:
-0.1 0.0 0.0
-0.1 0.0 0.1

Calculated values
HOMO energy, eV: -9.13
Molar mass, g mol⁻¹: 100.161
Structure (SMILES): CCO[C@H]1C[C@H]1C
Energy, eV: -8462.842
Kohn-Sham gap, eV: 10.29


3.
Entry from the Open Molecules 2025 dataset: a 15-piece molecular cluster, C46H130N8O15 overall in a non-equilibrium geometry (ωB97M-V with the def2-TZVPD basis set).

Cartesian coordinates (Å):
O -2.5443 -1.9729 -7.0773
O 6.5952 5.3213 -2.3571
O -1.6285 2.8007 8.5529
O -2.8654 2.0979 0.6159
O 2.1085 -1.2436 -2.7237
O -2.1841 2.5428 -2.1937
O 2.6763 -0.8558 4.6929
O -2.7997 -3.8149 4.1287
O -0.0354 5.3786 2.4386
O -7.4807 -0.0222 -4.8937
O 4.6118 0.0493 -0.7285
O -3.5681 -3.7796 -0.7026
O 2.1135 -7.6607 0.1376
O 1.2527 0.1949 -0.5740
O 3.3963 1.6966 3.5402
N -1.6437 7.4839 5.1033
N -4.8803 2.5212 2.6269
N -0.1154 -2.8463 -5.2833
N 4.3714 5.3875 -4.4072
N 4.8118 -0.9603 2.3880
N -3.9649 0.7901 -4.1417
N -2.1657 -3.4005 -3.1242
N -0.2767 -7.7699 1.8316
C -1.4169 6.5264 4.0438
C 4.1897 2.9088 -4.4790
C -8.2309 -0.7739 -5.9049
C 0.2122 -0.7918 -0.3112
C 0.3450 -5.6333 2.7705
C 1.4720 2.6470 4.4455
C 6.1950 4.1581 -3.2314
C 2.5173 -6.7727 -0.9362
C -1.9939 1.6315 6.4618
C -1.5938 -3.6092 4.7777
C -6.1155 0.1052 -5.2477
C 2.0130 -1.1307 5.8792
C -1.2323 3.4910 -2.6140
C -0.0504 6.5314 3.3083
C -5.4820 0.9190 -4.0852
C 1.1954 5.4191 1.7472
C 2.1930 2.3132 3.1995
C -4.3392 -3.4166 0.3829
C 3.3564 -1.0948 -3.4055
C 3.6021 -1.6748 2.5005
C -3.9979 -1.9379 -7.2108
C -0.0576 -4.0098 -2.1277
C -1.2338 1.6872 7.7979
C -0.4977 -1.5182 -5.6559
C 5.0080 1.2119 -0.0401
C 7.9457 5.1320 -1.8389
C 4.6824 4.1772 -3.7128
C -2.5991 6.5380 3.1430
C 2.0120 -7.0438 1.4515
C -5.8612 2.3958 -4.0773
C 0.1503 3.2579 -2.1215
C 4.2671 -2.1879 -3.0261
C -3.5699 1.0376 1.2730
C -2.0090 -1.3592 -5.8839
C 3.6290 -2.9142 1.6160
C -1.2996 -4.4255 5.9964
C -4.8922 0.1486 3.2535
C -2.1117 -3.4391 -0.6935
C 0.1170 -1.0313 1.2376
C 0.2855 -1.2301 -6.9271
C 0.5462 -6.6008 1.6319
C -4.0724 1.3277 2.6589
C -1.5472 -4.1042 -1.9947
C -1.6585 2.4947 1.1671
C 6.5411 1.0266 0.2026
C 3.2736 -1.9177 3.9829
H -4.4217 0.9940 0.5942
H 0.0968 -6.1326 0.7562
H -2.3379 -4.0367 -3.8895
H 0.8302 3.0928 -2.9573
H -1.6759 -2.5970 5.1735
H 2.7837 -6.3228 1.7207
H -5.3951 -3.3721 0.1161
H 1.2874 -0.9167 -6.6340
H 7.0316 0.8562 -0.7558
H 0.6424 -1.7205 -0.6861
H 3.1864 -1.0171 -4.4794
H 0.2487 -2.1244 -7.5492
H 1.2396 6.3494 1.1810
H 2.5460 3.1926 2.6610
H -4.3568 -2.6735 -7.9306
H -1.3558 8.4421 4.9647
H -4.3715 -2.2604 -6.2390
H 0.2920 -8.4347 2.3364
H -3.8975 -2.4956 0.7634
H -1.8281 2.5243 5.8590
H 3.1576 2.9209 -4.8291
H 2.1275 -0.2876 6.5605
H 3.2675 1.0324 4.2212
H -1.6559 0.7524 5.9133
H 3.0423 -7.4628 -1.5967
H -0.7341 -0.4970 -0.7647
H 3.5786 -2.5776 0.5805
H 2.4648 -1.9153 6.4861
H -3.7145 1.2416 -5.0098
H -1.5377 4.4912 -2.3069
H -5.5930 -0.8513 -5.2572
H -5.9297 0.6606 -6.1669
H 2.0848 5.4730 2.3751
H -5.3681 2.8186 -4.9526
H -4.2240 -0.7080 3.3425
H 3.6836 0.1735 -0.9399
H 4.7837 5.3326 -5.3275
H -3.0715 -3.2190 -2.7160
H -1.3820 0.7948 8.4059
H -2.0341 2.2307 -1.2983
H -1.6506 -3.8022 0.2251
H 4.5390 -3.5085 1.6994
H -0.1655 -3.4452 -6.0950
H 4.9035 -0.6377 1.4353
H -0.7112 -5.3647 2.7899
H -0.8671 -1.4596 1.4276
H 4.5068 1.2452 0.9273
H 5.3172 -2.0959 -3.3035
H 4.1618 -2.2828 4.4985
H -1.7185 2.8701 2.1887
H 2.2019 3.0931 5.1210
H 1.6148 0.0567 -1.4523
H 1.5684 1.6328 2.6207
H 0.3141 -0.1682 1.8734
H -4.4780 -0.9930 -7.4654
H 0.9577 -1.3744 5.7567
H -1.9673 -2.3636 -0.7961
H 0.8869 -1.6631 1.6804
H 4.6287 -0.0674 2.8230
H 7.0669 1.8809 0.6287
H 0.5141 4.0938 -1.5240
H -5.4476 2.8267 -3.1655
H -3.0348 1.5664 6.7787
H -0.2138 -4.5030 6.0536
H 2.5687 -2.7384 4.1161
H -2.5569 7.3162 2.3810
H -1.5887 -3.8335 6.8647
H 4.3601 -2.3149 -1.9475
H 2.2934 -7.8834 2.0871
H -0.1508 -0.9127 -4.8185
H -1.7878 -5.3862 6.1601
H 8.0606 4.2395 -1.2239
H -6.9260 2.5627 -4.2403
H -2.5848 5.6920 2.4557
H -5.6615 0.4124 -3.1369
H 1.4514 4.5233 1.1814
H -3.5445 1.2999 -3.3779
H -1.2414 3.6445 8.3085
H 3.1643 -5.9615 -0.6022
H -0.1936 -0.3789 -7.4109
H -5.0161 0.3395 4.3194
H -0.8811 -3.6469 3.9538
H 4.8082 6.2079 -4.0120
H -5.6992 2.6208 2.0441
H -1.2365 3.2716 0.5296
H 7.8996 6.0794 -1.3018
H 8.7672 5.2320 -2.5483
H -0.1644 1.6246 7.5969
H -2.1206 -0.2756 -5.8472
H 3.8868 -3.1132 -3.4588
H 3.7526 -0.1186 -3.1259
H -8.0086 -1.8099 -5.6491
H 4.1275 4.1900 -2.7747
H -9.3064 -0.7044 -5.7421
H -1.4625 5.6013 4.6183
H 0.3682 -4.7380 -2.8179
H -4.1600 -4.2631 1.0458
H 0.2134 2.3457 -1.5282
H -2.7532 -4.7126 3.7916
H -2.8981 0.1808 1.2214
H 4.8079 2.7103 -5.3545
H 0.8161 6.6161 3.9641
H 0.8177 3.5142 4.3557
H 0.3491 -4.2659 -1.1494
H -4.2589 3.1307 2.1145
H -5.8585 -0.0301 2.7819
H -0.4267 -8.1513 0.9085
H 0.8529 -4.6971 2.5391
H 1.7337 -2.0448 -3.0971
H 0.2209 -2.9688 -2.2918
H 1.0134 1.8200 4.9875
H -1.3213 3.4900 -3.7004
H -7.9754 -0.5675 -6.9442
H 4.3721 1.9947 -3.9139
H -1.8794 -5.1423 -1.9994
H 4.7064 2.0885 -0.6134
H 2.7518 -3.5180 1.8482
H -2.5952 -1.7434 -5.0491
H 2.8110 -1.0662 2.0624
H -3.5794 6.5691 3.6185
H 1.7216 -6.3486 -1.5486
H -0.8423 -3.1757 -4.6643
H 6.7410 0.1297 0.7889
H 6.2911 3.3020 -2.5636
H 0.1001 7.3896 2.6533
H -2.5985 7.4486 5.4306
H 0.5784 -5.9011 3.8010
H -0.9366 1.6794 1.2146
H -3.0927 1.4431 3.1227
H 6.8119 4.0086 -4.1175

Atoms 1-2, force components in eV/Å:
-0.2 0.5 -0.7
-0.1 -2.6 -2.4

Calculated values
HOMO energy, eV: -8.81
Molar mass, g mol⁻¹: 1035.587
Energy, eV: -92432.708
Kohn-Sham gap, eV: 9.38


Repeat the second record exactly.
Entry from the Open Molecules 2025 dataset: one molecule with the formula C6H12O (ωB97M-V with the def2-TZVPD basis set).

Cartesian coordinates (Å):
O 0.4259 0.6649 0.4084
C -1.5849 -0.4123 1.2516
C -0.2980 -0.5233 0.5090
C -1.6009 -0.6609 -0.2405
C 1.5932 0.5661 -0.3896
C 2.7880 0.1061 0.4386
C -2.0504 0.4224 -1.1910
H -1.8373 0.5943 1.5774
H -3.1270 0.6038 -1.1167
H 2.9598 0.8029 1.2671
H -1.8541 -1.6782 -0.5362
H -1.8802 -1.2031 1.9363
H 1.4159 -0.1086 -1.2425
H 2.6191 -0.8921 0.8608
H -1.8244 0.1466 -2.2262
H 3.6942 0.0662 -0.1752
H 0.3120 -1.4219 0.6283
H 1.7745 1.5715 -0.7905
H -1.5254 1.3557 -0.9691

Atoms 1-2, force components in eV/Å:
-0.1 0.0 0.0
-0.1 0.0 0.1

Calculated values
HOMO energy, eV: -9.13
Molar mass, g mol⁻¹: 100.161
Structure (SMILES): CCO[C@H]1C[C@H]1C
Energy, eV: -8462.842
Kohn-Sham gap, eV: 10.29


> energy of number 1 (C4H6IN2)?

-15313.332 eV